## A
This record from OMol25 describes CHN3O3 as an isolated structure. The level of theory is ωB97M-V/def2-TZVPD.

Geometry as XYZ:
```
8
Properties=species:S:1:pos:R:3:lowdin_charge:R:1
C 2.433 -1.055 0.143 -0.0124
N 1.396 -1.081 0.545 0.0068
N -0.389 0.227 0.863 -0.0158
N -0.784 0.972 -0.013 -0.4169
O -0.750 2.201 0.182 0.0823
O -0.979 0.498 -1.198 0.0732
O -0.129 -1.030 0.654 -0.0336
H -0.799 -0.732 -1.175 0.3163
```

For the frontier orbital gap, the calculation gives 9.5 eV.

=====

## B
This record from OMol25 describes one molecule with the formula CHN3O3. The level of theory is ωB97M-V/def2-TZVPD.

Geometry as XYZ:
```
8
Properties=species:S:1:pos:R:3:lowdin_charge:R:1
H -0.876 -0.254 -1.393 0.1133
N 0.060 -0.322 -1.062 0.2188
N 0.424 -1.107 -0.271 -0.3423
O 0.025 -1.814 0.522 0.1864
O 2.038 -1.205 0.052 -0.0290
O 3.255 -0.627 -0.305 0.0436
C 3.632 0.462 0.172 -0.3777
N 4.193 1.352 0.561 0.1869
```

The SMILES is [H]/N=[N+](\[O-])OOC#N. For the frontier orbital gap, the calculation gives 9.6 eV.

=====

Which one sits at the bottom of the stability order? A does.

=====

## A
This record from OMol25 describes a 2-piece molecular cluster, CH8NO overall. The level of theory is ωB97M-V/def2-TZVPD.

Geometry as XYZ:
```
11
Properties=species:S:1:pos:R:3:lowdin_charge:R:1
O -1.532 0.580 -1.099 -0.0430
H -2.330 0.079 -1.328 0.0844
H -0.340 0.615 0.244 0.1200
H -1.665 1.509 -1.337 0.0769
C 1.352 -0.895 0.361 -0.0083
N 0.424 0.163 0.822 0.1056
H 1.991 -0.965 1.243 0.1081
H 1.872 -0.640 -0.559 0.1105
H 0.842 -1.844 0.219 0.1037
H -0.020 -0.004 1.724 0.1706
H 0.960 1.040 0.857 0.1714
```

Its net charge is +1. For the frontier orbital gap, the calculation gives 13.0 eV.

=====

## B
This record from OMol25 describes a 2-piece molecular cluster, CH8NO overall. The level of theory is ωB97M-V/def2-TZVPD.

Geometry as XYZ:
```
11
Properties=species:S:1:pos:R:3:lowdin_charge:R:1
N 0.732 -1.790 0.387 0.3088
H 1.239 -1.839 -0.499 0.1621
H -0.250 -1.895 0.110 0.1479
H 0.771 -0.891 0.876 0.1327
H 0.992 -2.584 0.968 0.1573
C -0.401 1.740 -0.566 -0.0850
O -0.663 0.518 0.167 -0.1683
H 0.260 2.369 0.026 0.0851
H -1.317 2.275 -0.700 0.0821
H 0.073 1.443 -1.494 0.0852
H -1.435 0.654 0.726 0.0921
```

Its net charge is +1. For the frontier orbital gap, the calculation gives 10.9 eV.

=====

## C
This record from OMol25 describes a 2-piece molecular cluster, CH8NO overall. The level of theory is ωB97M-V/def2-TZVPD.

Geometry as XYZ:
```
11
Properties=species:S:1:pos:R:3:lowdin_charge:R:1
C -0.427 -1.584 0.113 -0.0115
N 0.815 -0.853 -0.353 0.1245
H -0.957 -1.977 -0.783 0.1155
H -0.022 -2.565 0.412 0.1058
H -0.954 -1.055 0.882 0.0985
H 0.849 -0.958 -1.450 0.2219
H 1.662 -1.200 0.057 0.1474
H 0.711 0.201 -0.215 0.1841
H -1.330 3.237 0.517 0.0449
H 0.103 3.671 0.671 0.0385
O -0.449 3.083 0.149 -0.0696
```

Its net charge is +1. For the frontier orbital gap, the calculation gives 11.0 eV.

=====

## D
This record from OMol25 describes a 2-piece molecular cluster, CH8NO overall. The level of theory is ωB97M-V/def2-TZVPD.

Geometry as XYZ:
```
11
Properties=species:S:1:pos:R:3:lowdin_charge:R:1
N 1.521 0.684 0.099 0.2571
H 2.060 0.952 0.941 0.1567
H 2.355 0.461 -0.461 0.1545
H 1.254 1.632 -0.178 0.1524
H 0.835 -0.153 0.274 0.0967
C -1.264 -0.136 -0.659 -0.0390
O -0.561 -0.668 0.565 -0.1379
H -0.433 0.038 -1.339 0.0715
H -1.778 0.800 -0.472 0.0908
H -2.008 -0.833 -1.038 0.1005
H -1.077 -1.461 0.648 0.0968
```

Its net charge is +1. For the frontier orbital gap, the calculation gives 12.2 eV.

=====

Which one sits at the bottom of the stability order? D does.

=====

## A
This record from OMol25 describes an isolated ion of composition C5H13N2O and charge +2. The level of theory is ωB97M-V/def2-TZVPD.

Geometry as XYZ:
```
21
Properties=species:S:1:pos:R:3:mulliken_spin:R:1
C 1.082 1.238 1.258 -0.0049
O 1.616 0.540 2.374 -0.0003
C 1.042 0.101 0.169 0.0165
C 0.169 0.432 -1.069 -0.0063
C -1.166 -0.134 -1.348 0.2267
C -1.731 -0.282 -2.613 0.4622
N -1.886 -0.541 -0.236 0.1916
N 0.695 -1.208 0.806 0.0042
H 0.085 1.617 1.477 0.0010
H 1.775 1.941 0.798 0.0001
H 1.194 0.927 3.152 0.0001
H 2.090 0.037 -0.106 0.0047
H 0.720 0.459 -2.017 0.0161
H 0.041 1.523 -0.977 0.0423
H -2.755 -0.506 -2.894 0.0099
H -1.179 0.199 -3.405 0.0354
H -2.680 -1.132 -0.497 -0.0100
H -2.316 0.269 0.223 0.0167
H 1.397 -1.405 1.528 -0.0003
H 0.803 -1.971 0.130 0.0017
H -0.249 -1.226 1.122 -0.0074
```

Its net charge is +2. The multiplicity is 2. For the frontier orbital gap (spin up / spin down), the calculation gives 10.1 / 6.5 eV.

=====

## B
This record from OMol25 describes an isolated ion of composition C5H13N2O and charge +2. The level of theory is ωB97M-V/def2-TZVPD.

Geometry as XYZ:
```
21
Properties=species:S:1:pos:R:3:mulliken_spin:R:1
N -2.613 -0.502 -0.876 -0.0043
C -1.319 0.111 -0.347 -0.0214
C -0.598 0.708 -1.529 -0.0053
C -0.513 -1.059 0.296 -0.0882
N 0.707 -0.973 0.961 0.6905
C 1.310 0.390 1.425 -0.0037
C 2.754 0.624 0.908 0.0620
O -0.992 -2.188 0.134 0.3496
H -3.431 0.173 -0.682 0.0002
H -2.409 -0.687 -1.968 -0.0008
H -2.843 -1.435 -0.440 -0.0004
H -1.607 0.877 0.452 -0.0043
H -0.584 0.083 -2.448 0.0005
H 0.412 0.551 -1.179 0.0016
H -0.671 1.805 -1.812 0.0001
H 1.146 -1.824 1.203 -0.0304
H 0.584 1.159 1.030 -0.0007
H 1.303 0.368 2.598 0.0546
H 2.939 1.472 0.238 0.0076
H 2.947 -0.254 0.281 -0.0021
H 3.478 0.601 1.754 -0.0049
```

Its net charge is +2. The multiplicity is 2. For the frontier orbital gap (spin up / spin down), the calculation gives 12.4 / 7.4 eV.

=====

Which one sits at the bottom of the stability order? B does.